No. 1
C44H25Cl3N11O4S2SiW | the ωB97M-V functional and the def2-TZVPD basis

Structure (XYZ):
```
91
Properties=species:S:1:pos:R:3:forces:R:3
W -0.740 0.788 -1.105 0.5 -0.4 -1.4
C -3.411 -4.222 2.265 0.0 0.0 0.0
C -4.307 -4.227 1.191 0.0 0.0 0.0
C -4.073 -3.462 0.059 0.0 0.0 0.0
C -2.933 -2.674 0.049 0.0 0.0 0.0
C -2.377 -1.790 -0.974 0.0 0.0 0.0
N -2.780 -1.810 -2.200 0.0 0.0 0.0
C -2.162 -1.113 -3.156 0.0 0.0 0.0
C -2.448 -1.288 -4.547 0.0 0.0 0.0
C -3.322 -2.136 -5.227 0.0 0.0 0.0
C -3.366 -2.035 -6.601 0.0 0.0 0.0
C -2.559 -1.111 -7.294 0.0 0.0 0.0
C -1.697 -0.270 -6.623 0.0 0.0 0.0
C -1.651 -0.372 -5.233 0.0 0.0 0.0
C -0.902 0.347 -4.241 0.0 0.0 -0.1
N -0.086 1.357 -4.561 0.0 0.0 0.1
C 0.680 1.887 -3.658 0.0 0.0 -0.1
N 0.800 1.556 -2.335 0.1 -0.1 0.1
C 1.955 2.194 -1.848 -0.1 0.1 -0.1
N 2.589 1.889 -0.789 0.0 0.0 0.0
C 2.204 0.854 -0.001 -0.1 0.0 -0.1
N 0.966 0.210 0.033 0.0 0.2 0.1
C 1.132 -0.872 0.899 -0.2 0.1 0.2
N 0.162 -1.700 1.367 0.1 0.0 -0.1
C -0.947 -1.775 0.742 -0.2 0.0 0.0
N -1.273 -1.125 -0.448 0.1 0.0 0.1
C -2.043 -2.671 1.111 0.1 0.0 0.0
C -2.259 -3.452 2.235 0.0 0.0 0.0
C 2.455 -0.939 1.344 0.1 0.0 0.0
C 3.158 -1.893 2.117 0.0 0.0 0.0
C 4.488 -1.690 2.333 0.0 0.0 0.0
C 5.159 -0.543 1.807 0.0 0.0 0.0
C 4.504 0.378 1.044 0.0 0.0 0.0
C 3.126 0.173 0.796 0.0 -0.1 0.1
C 2.441 3.125 -2.865 0.0 0.0 0.0
C 3.481 4.040 -2.859 0.0 0.0 0.0
C 3.700 4.756 -4.025 0.0 0.0 0.0
C 2.917 4.548 -5.166 0.0 0.0 0.0
C 1.890 3.617 -5.168 0.0 0.0 0.0
C 1.664 2.921 -3.992 0.0 0.0 0.0
N -1.190 -0.142 -3.001 -0.2 -0.1 0.1
H -3.624 -4.834 3.133 0.0 0.0 0.0
H -5.197 -4.842 1.248 0.0 0.0 0.0
H -4.750 -3.463 -0.785 0.0 0.0 0.0
H -3.945 -2.836 -4.685 0.0 0.0 0.0
H -4.036 -2.672 -7.165 0.0 0.0 0.0
H -2.629 -1.059 -8.373 0.0 0.0 0.0
H -1.080 0.451 -7.141 0.0 0.0 0.0
H -1.554 -3.456 3.056 0.0 0.0 0.0
H 2.648 -2.762 2.511 0.0 0.0 0.0
H 5.053 -2.401 2.923 0.0 0.0 0.0
H 6.215 -0.417 2.015 0.0 0.0 0.0
H 5.008 1.240 0.629 0.0 0.0 0.0
H 4.080 4.191 -1.971 0.0 0.0 0.0
H 4.490 5.496 -4.057 0.0 0.0 0.0
H 3.117 5.128 -6.057 0.0 0.0 0.0
H 1.276 3.441 -6.041 0.0 0.0 0.0
N 0.603 -0.745 4.345 0.1 -0.1 0.0
C 1.917 -0.901 4.831 0.0 0.0 0.0
C 2.303 -2.125 5.353 0.0 0.0 0.0
C 3.593 -2.319 5.831 0.0 0.0 0.0
C 4.503 -1.277 5.794 0.0 0.0 0.0
C 4.114 -0.046 5.278 0.0 0.0 0.0
C 2.829 0.153 4.804 0.0 0.0 0.0
S 2.373 1.735 4.163 0.0 0.0 -0.1
N 0.790 1.523 3.630 0.0 0.0 0.1
C 0.165 0.428 3.741 0.0 0.2 0.2
C -1.300 0.442 3.430 0.0 -0.2 -0.1
C -2.156 0.282 4.514 -0.1 -0.1 0.0
C -3.522 0.348 4.304 0.0 0.0 0.0
C -3.976 0.563 3.016 0.0 0.0 0.0
C -3.044 0.703 1.998 0.0 -0.1 -0.1
N -1.723 0.636 2.181 -0.1 0.1 0.2
H 0.208 -1.576 3.926 0.0 0.0 0.0
H 1.583 -2.936 5.372 0.0 0.0 0.0
H 3.879 -3.285 6.227 0.0 0.0 0.0
H 5.513 -1.415 6.156 0.0 0.0 0.0
H 4.826 0.770 5.227 0.0 0.0 0.0
H -1.741 0.124 5.500 0.0 0.0 0.0
H -4.213 0.243 5.131 0.0 0.0 0.0
H -5.030 0.629 2.786 0.0 0.0 0.0
H -3.372 0.874 0.982 0.0 0.0 0.0
O -3.941 2.958 -1.455 0.0 0.0 0.0
S -3.167 1.926 -2.063 0.2 0.0 0.0
O -3.688 1.342 -3.264 -0.1 0.0 0.0
O -2.819 0.814 -1.024 -0.1 0.2 0.3
O -1.689 2.334 -2.266 -0.1 0.0 0.1
Cl 1.055 3.621 1.267 0.0 0.0 0.0
Si -0.497 3.185 -0.040 0.0 0.0 0.3
Cl -0.242 4.707 -1.436 0.1 0.0 0.0
Cl -2.158 3.753 1.044 -0.1 0.0 0.0
```
Forces are in eV/Å.

Results
* lowest unoccupied orbital energy (alpha / beta): 0.04184 / 0.02427 Ha
* E: -139567.613 eV
* HOMO level (alpha / beta): -3.71 / -4.10 eV
* HOMO-LUMO gap (alpha / beta): 0.178 / 0.175 Eh
* net charge: -1
* 2S+1: 3
* energy relative to the best compared isomer or geometry (same formula, charge and spin): 0.0 kJ/mol
* strongest force on any atom: 1.5 eV/A
* molar mass: 1154.18 g mol⁻¹
* expectation value of S²: 2.050

=====

No. 2
C44H30Cl6F3O2P2STi | the ωB97M-V functional and the def2-TZVPD basis

Structure (XYZ):
```
89
Properties=species:S:1:pos:R:3:forces:R:3
Ti 1.814 -0.826 -0.048 0.4 0.3 0.8
C -1.193 5.639 0.386 0.0 -0.4 0.6
C -0.273 4.763 -0.172 0.9 0.6 -0.3
C -0.202 3.434 0.227 0.9 -1.1 0.0
C -1.067 2.907 1.193 -0.3 2.0 0.4
C -1.971 3.840 1.760 -0.4 -0.7 0.6
C -2.013 5.176 1.407 -0.1 -0.1 -1.1
P -0.801 1.153 1.531 -0.4 -1.4 0.9
C -1.936 0.812 2.990 -0.7 1.3 -2.0
C -3.299 1.130 2.726 0.1 0.0 0.3
C -4.221 1.066 3.754 0.6 -1.3 1.0
C -3.790 0.537 4.977 1.3 0.0 -0.3
C -2.455 0.135 5.191 -1.6 -0.7 1.0
C -1.522 0.308 4.218 -1.0 0.5 -1.4
C 0.774 1.074 2.432 1.2 2.1 1.0
C 1.029 2.028 3.513 0.7 -1.4 -1.3
C 2.296 2.076 4.078 0.1 -0.6 -0.6
C 3.297 1.181 3.632 -0.1 -0.2 0.0
C 3.015 0.271 2.624 1.5 -0.2 0.1
C 1.814 0.277 1.939 -1.6 -0.6 -0.9
H -1.295 6.677 0.129 0.3 0.3 -0.4
H 0.480 5.167 -0.864 -0.5 -0.4 0.1
H 0.584 2.712 -0.146 -0.9 1.2 0.1
H -2.714 3.556 2.503 0.3 -0.4 0.0
H -2.772 5.855 1.778 0.0 -0.2 0.4
H -3.718 1.428 1.751 0.9 -0.1 0.3
H -5.278 1.187 3.602 -0.3 0.5 -0.2
H -4.434 0.400 5.801 -1.0 -0.1 0.6
H -2.223 -0.474 6.087 -0.1 0.8 -0.4
H -0.525 0.029 4.331 1.5 -0.4 0.3
H 0.291 2.761 3.797 -0.3 0.0 0.1
H 2.558 2.814 4.816 -0.1 0.2 0.2
H 4.319 1.217 4.020 -0.4 0.1 0.2
H 3.803 -0.431 2.240 -0.5 1.0 0.7
Cl 3.321 4.455 -4.052 -0.3 0.5 -0.2
C 3.444 3.303 -2.792 0.6 -0.9 0.8
C 4.693 2.918 -2.292 0.2 1.2 -0.4
Cl 6.017 4.070 -2.593 -0.2 -0.9 0.1
C 4.870 1.796 -1.485 -0.2 -0.4 0.7
Cl 6.404 1.344 -0.771 -0.2 0.3 -0.3
C 3.749 1.029 -1.093 0.2 0.9 -1.3
O 3.716 0.050 -0.290 0.0 -1.1 0.6
C 2.488 1.389 -1.670 0.8 0.9 1.1
O 1.479 0.711 -1.243 -1.4 -1.3 0.4
C 2.335 2.561 -2.352 -0.2 0.3 -1.6
Cl 0.706 2.930 -2.881 0.3 0.3 -0.3
Cl 3.961 -2.741 1.074 0.0 0.8 0.0
C 3.498 -4.134 0.213 0.2 -2.4 0.3
C 3.978 -5.362 0.748 -0.5 0.3 -0.9
C 3.700 -6.566 0.099 -0.4 0.2 0.1
C 2.786 -6.604 -0.963 0.8 1.6 0.9
C 2.314 -5.385 -1.428 0.0 -0.4 0.5
Cl 1.092 -5.442 -2.632 -0.4 -0.3 -0.7
C 2.682 -4.118 -0.929 0.4 0.2 -0.2
S 2.202 -2.695 -1.806 -0.1 0.3 0.4
H 4.532 -5.380 1.684 0.1 0.2 -0.3
H 4.152 -7.478 0.458 -0.1 -0.2 0.2
H 2.405 -7.505 -1.369 -0.1 -0.7 -0.4
C -1.450 -3.080 -1.179 0.1 -0.3 0.5
P -0.993 -1.323 -1.256 0.2 0.0 -1.0
C -2.600 -0.525 -0.965 0.9 1.0 0.8
C -2.647 0.826 -1.354 -1.8 -0.8 0.3
C -3.811 1.567 -1.223 -1.2 -0.2 -1.0
C -4.979 0.973 -0.689 2.2 -1.3 0.4
C -4.803 -0.311 -0.090 -0.9 1.3 -0.6
C -3.634 -1.048 -0.207 -0.2 0.9 -0.2
C -1.104 -1.109 -3.107 0.9 -0.5 -0.5
C -1.936 -1.890 -3.912 0.7 0.9 -1.2
C -1.796 -1.901 -5.315 1.2 0.6 1.4
C -0.758 -1.130 -5.879 -0.7 -0.4 -2.1
C -0.028 -0.249 -5.114 -0.2 -0.4 0.1
C -0.158 -0.295 -3.746 -0.3 0.0 1.2
H -2.375 -3.196 -1.770 0.4 -0.4 0.5
H -1.586 -3.310 -0.090 0.0 -0.1 -1.2
H -0.585 -3.658 -1.600 -1.0 0.4 0.5
H -1.875 1.260 -1.917 1.3 0.4 -0.5
H -3.879 2.498 -1.813 0.1 -0.3 0.8
H -5.934 1.444 -0.778 -0.4 0.2 0.3
H -5.637 -0.736 0.439 -0.3 -0.2 0.2
H -3.530 -1.974 0.323 0.0 -0.5 -0.1
H -2.672 -2.512 -3.478 -0.7 -0.5 0.3
H -2.444 -2.564 -5.843 -0.1 -0.2 -0.7
H -0.486 -1.171 -6.988 -0.8 -0.1 1.5
H 0.639 0.434 -5.597 0.5 0.2 0.0
H 0.477 0.275 -3.084 0.1 0.1 -0.2
F -0.584 -1.799 1.512 -0.1 -0.3 0.6
C 0.715 -2.308 1.392 0.0 -0.4 -1.3
F 1.086 -2.619 2.654 0.0 0.2 0.4
F 0.470 -3.591 0.840 0.1 0.3 0.4
```
Forces are in eV/Å.

Results
* lowest unoccupied orbital energy (alpha / beta): 0.15314 / 0.15314 Ha
* E: -186028.319 eV
* HOMO level (alpha / beta): -2.03 / -2.34 eV
* HOMO-LUMO gap (alpha / beta): 0.228 / 0.239 Eh
* net charge: -2
* 2S+1: 2
* energy relative to the best compared isomer or geometry (same formula, charge and spin): 114.1 kJ/mol
* strongest force on any atom: 2.6 eV/A
* molar mass: 1002.32 g mol⁻¹
* expectation value of S²: 0.754

=====

Q: Which formula does entry 1 have?
A: C44H25Cl3N11O4S2SiW

=====

Q: Among the records above, which one has the lowest expectation value of S²?
A: C44H30Cl6F3O2P2STi

=====

Q: Among the records above, which one has the highest E?
A: C44H25Cl3N11O4S2SiW

=====

Q: Number 2 is which compound?
A: C44H30Cl6F3O2P2STi